Entry 1:
The following is a quantum chemistry calculation of a molecular structure, C29H26N2O2P2ReSe2, from OMol25.

```
! RIJCOSX wB97M-V def2-TZVPD def2/J DEFGRID3
* xyz 2 4
Re -0.7079 0.6801 -1.3189
Se -0.5014 0.6920 1.1668
P -1.5156 -1.2807 1.0193
Se -1.6327 -1.5912 -1.1654
C -0.5468 -2.5525 1.7878
C -0.6939 -3.8708 1.3535
C 0.0067 -4.8765 1.9980
C 0.8424 -4.5679 3.0649
C 0.9885 -3.2550 3.4938
C 0.2975 -2.2385 2.8527
C -3.1459 -1.1704 1.7189
C -3.2458 -0.8551 3.0772
C -4.4947 -0.7941 3.6670
C -5.6345 -1.0530 2.9108
C -5.5326 -1.3734 1.5659
C -4.2845 -1.4325 0.9606
H -1.3446 -4.1194 0.5238
H -0.1030 -5.9023 1.6725
H 1.3829 -5.3593 3.5681
H 1.6390 -3.0236 4.3270
H 0.4229 -1.2134 3.1797
H -2.3615 -0.6629 3.6745
H -4.5824 -0.5511 4.7173
H -6.6092 -1.0066 3.3786
H -6.4219 -1.5816 0.9862
H -4.2084 -1.6832 -0.0886
O 0.2832 0.9659 -5.3042
C 0.4134 0.8055 -4.1346
O -0.6656 0.6792 -3.3055
C 1.7755 0.7763 -3.4614
P 1.6622 0.7067 -1.6507
C 2.2692 -0.8818 -1.0677
C 2.1477 -1.9506 -1.9637
C 2.4598 -3.2375 -1.5635
C 2.8863 -3.4748 -0.2627
C 2.9880 -2.4240 0.6367
C 2.6716 -1.1320 0.2441
C 2.3811 2.2151 -0.9985
C 3.2329 2.2959 0.1015
C 3.6863 3.5354 0.5324
C 3.2916 4.6929 -0.1202
C 2.4423 4.6199 -1.2179
C 1.9889 3.3888 -1.6560
H 2.3230 1.6692 -3.7596
H 2.3454 -0.0709 -3.8410
H 1.7973 -1.7992 -2.9769
H 2.3761 -4.0526 -2.2698
H 3.1381 -4.4799 0.0500
H 3.3126 -2.6063 1.6524
H 2.7120 -0.3474 0.9821
H 3.5838 1.4149 0.6115
H 4.3641 3.5910 1.3734
H 3.6555 5.6546 0.2173
H 2.1455 5.5203 -1.7393
H 1.3292 3.3551 -2.5159
N -1.6731 3.1580 -2.7789
C -2.2233 4.3650 -2.6657
C -2.1795 4.7285 -1.3304
C -1.5869 3.6575 -0.6841
N -1.2667 2.6940 -1.5711
H -1.5829 2.5570 -3.5898
H -2.6050 4.8817 -3.5325
H -2.5343 5.6451 -0.8924
H -1.3579 3.5265 0.3605
*
```

- Frontier orbital gap (spin up / spin down): 0.2606 / 0.2660 hartree
- E_tot: -188958.389 eV



Entry 2:
The following is a quantum chemistry calculation of a molecular structure, C48H53BrCl3N5O7RbTe in a non-equilibrium geometry, from OMol25.

```
! RIJCOSX wB97M-V def2-TZVPD def2/J DEFGRID3
* xyz -2 2
Rb 0.3692 -0.6815 -1.9003
C -2.3170 -4.8178 -3.9840
N -1.2383 -4.3717 -4.8355
C -0.9294 -5.2373 -5.9900
C -0.5215 -3.3295 -4.4041
O -0.8039 -2.7996 -3.3508
C 0.5931 -2.8402 -5.3779
O 1.2358 -1.7994 -4.6711
C 2.2253 -1.0706 -5.4307
C 2.3370 0.2960 -4.7737
O 2.0642 0.3954 -3.5620
N 2.7877 1.3193 -5.5623
C 3.1745 1.1797 -6.9889
C 3.0129 2.6067 -4.9537
H -1.8831 -5.2942 -3.0332
H -2.9072 -5.5896 -4.5495
H -2.9022 -3.9439 -3.6387
H -1.8482 -5.5655 -6.4767
H -0.3781 -6.1636 -5.7233
H -0.4127 -4.6689 -6.7590
H 0.1223 -2.4915 -6.2802
H 1.1795 -3.7518 -5.6757
H 1.8480 -1.0969 -6.4560
H 3.2250 -1.5455 -5.3268
H 2.7509 0.2409 -7.3991
H 4.2579 1.2009 -7.1289
H 2.7175 2.0416 -7.5117
H 2.5201 2.6587 -4.0186
H 2.5883 3.3541 -5.6329
H 4.0949 2.7013 -4.7603
C 7.2630 -1.3625 2.3313
C 6.2224 -0.4166 1.7876
C 6.5409 0.5311 0.8109
C 5.5437 1.4633 0.3927
C 4.2739 1.4312 0.9154
Br 3.0996 2.8851 0.6647
N 3.9128 0.3653 1.7300
C 4.9137 -0.5178 2.1911
H 7.8925 -0.8767 3.0788
H 7.8555 -1.8599 1.5702
H 6.7354 -2.1558 2.8558
H 7.5278 0.4844 0.4047
H 5.7422 2.1648 -0.4649
H 4.5606 -1.2439 2.8371
Cl 4.9599 -4.1572 -1.6125
C 3.9512 -4.4477 -0.2910
C 4.0695 -5.6437 0.4041
C 3.1624 -5.9259 1.4284
Cl 3.2184 -7.3931 2.1792
C 2.0530 -5.0185 1.6729
C 0.8860 -5.4265 2.3605
C -0.1927 -4.5803 2.4600
C -0.0347 -3.2824 1.9335
N 1.0356 -2.8328 1.2947
C 2.0082 -3.7213 1.0566
C 3.0254 -3.3643 0.0813
O 3.0697 -2.2280 -0.4375
H 4.8920 -6.3657 0.2165
H 0.9255 -6.4402 2.7488
H -1.1192 -4.8440 2.9563
H -0.8905 -2.5978 1.9533
O -0.0975 7.2639 -3.9355
C 0.2494 7.4604 -5.0114
O -1.9805 -2.1248 -0.9704
H -2.9012 -1.9770 -0.6155
H -2.0598 -2.7541 -1.7045
Cl 2.2880 -0.1733 3.7575
C 2.5393 -0.0727 1.8841
H 1.8327 0.6768 1.5944
H 2.3772 -1.0639 1.4741
C -4.6669 1.4647 7.9756
C -4.2614 1.3654 6.5388
C -4.6380 2.3664 5.6504
C -4.3562 2.3878 4.2559
C -5.0668 3.4449 3.4797
C -3.4584 1.4454 3.7799
Te -2.6326 1.8756 1.7441
N -1.8036 0.7251 0.2629
C -2.2243 1.2290 -0.9863
O -1.3872 1.4898 -1.8659
C -3.6557 1.6196 -1.3257
C -3.8231 2.6319 -2.3101
C -5.0334 3.2010 -2.5808
C -6.1692 2.8012 -1.8453
C -6.0475 1.7427 -0.9777
C -4.7735 1.1794 -0.6768
C -0.9295 3.1000 2.3232
C -0.2738 2.9028 3.5619
C 0.5988 3.9026 4.0957
C 0.8952 5.0437 3.3563
C 0.3162 5.2570 2.0757
C -0.5714 4.3133 1.5299
C -1.2965 4.5859 0.2122
C -3.0229 0.3958 4.6423
C -2.1008 -0.6599 4.1378
C -3.5209 0.3534 5.9779
H -4.2049 2.3786 8.3803
H -4.2376 0.6509 8.6018
H -5.7453 1.5193 8.1453
H -5.2967 3.1756 5.9389
H -5.7829 3.8887 4.2148
H -5.6423 3.0723 2.6220
H -4.4385 4.2954 3.1604
H -2.9379 2.9550 -2.8398
H -5.1403 3.9885 -3.3713
H -7.1293 3.2515 -2.0706
H -6.8960 1.3993 -0.3907
H -4.6713 0.4006 0.1009
H -0.3611 1.9426 4.0627
H 1.0234 3.6674 5.0330
H 1.5841 5.8036 3.7643
H 0.5676 6.1327 1.4794
H -1.0081 5.5496 -0.2130
H -2.3557 4.5765 0.2947
H -1.0236 3.8082 -0.5368
H -1.3730 -0.3545 3.3789
H -2.6745 -1.5442 3.8172
H -1.5064 -1.0503 4.9748
H -3.1603 -0.4647 6.5932
*
```

- Frontier orbital gap (spin up / spin down): 0.0663 / 0.1603 hartree
- Relative energy (zero: lowest compared OMol25 entry of this formula, charge and spin): 76.1 kcal/mol
- E_tot: -187972.518 eV



Entry 3:
The following is a quantum chemistry calculation of 4 unconnected molecules or ions with the total composition C2H14N2O3 in a non-equilibrium geometry, from OMol25.

```
! RIJCOSX wB97M-V def2-TZVPD def2/J DEFGRID3
* xyz 1 2
C 2.1841 -0.9166 -0.9212
N 0.7681 -1.2131 -0.7079
C -0.1658 -0.1639 -0.9709
N -1.5441 -0.4276 -0.5185
H 2.4097 0.0879 -0.5850
H 2.7723 -1.6079 -0.2980
H 2.4426 -1.2825 -1.9182
H 0.5379 -2.0643 -1.2383
H -0.2430 -0.0532 -2.0706
H 0.1998 0.7955 -0.6009
H -2.1534 -0.1902 -1.3083
H -1.7940 0.3814 0.0656
H 0.4152 -1.7062 2.4073
H -0.7739 -1.4132 1.4652
O -0.3345 -1.1143 2.2705
H -1.0745 2.0040 0.1410
H -2.3022 2.8186 -0.1219
O -1.8595 2.0142 -0.3846
H 0.4146 1.8857 2.2828
H -0.1399 0.6603 1.6130
O 0.2405 1.5055 1.3991
*
```

- Frontier orbital gap (spin up / spin down): 0.4150 / 0.2359 hartree
- Relative energy (zero: lowest compared OMol25 entry of this formula, charge and spin): 7.2 kcal/mol
- E_tot: -11414.771 eV



Entry 4:
The following is a quantum chemistry calculation of a gas-phase ion, C5H10N (charge +1) in a non-equilibrium geometry, from OMol25.

```
! RIJCOSX wB97M-V def2-TZVPD def2/J DEFGRID3
* xyz 1 3
C -2.7845 -0.7736 0.0567
C -1.5863 -0.1210 0.0224
C -0.3834 0.5555 0.0942
C -0.1564 1.9570 0.1414
C 1.3380 -1.4314 -0.4655
N 0.8206 -0.4124 0.5613
H -3.4172 -0.9294 -0.8556
H -3.3537 -0.6784 0.9728
H -0.9088 2.5557 0.5890
H -0.0021 2.5936 -0.7998
H 0.7395 2.0759 0.7753
H 1.6472 -0.8998 -1.3497
H 2.3038 -1.7809 -0.2779
H 0.7289 -2.2419 -0.4913
H 1.6373 0.2179 0.7244
H 0.6772 -0.8284 1.5562
*
```

- Frontier orbital gap (spin up / spin down): 0.2495 / 0.2730 hartree
- Relative energy (zero: lowest compared OMol25 entry of this formula, charge and spin): 67.7 kcal/mol
- E_tot: -6823.297 eV



Entry 5:
The following is a quantum chemistry calculation of a molecular structure, C4H6O2, from OMol25.

```
! RIJCOSX wB97M-V def2-TZVPD def2/J DEFGRID3
* xyz 0 1
O -0.8125 0.1382 -1.9716
C -0.7657 0.4841 -0.7087
C -0.1593 -1.0667 0.3596
C 0.8109 -0.0046 0.8198
O 1.6099 0.4041 -0.2856
C 0.4272 1.1223 -0.0194
H -0.5428 -0.7719 -1.0840
H -1.7128 0.7322 -0.1948
H -0.9622 -1.2998 1.0616
H 0.3331 -1.9964 0.0376
H 1.2702 0.0722 1.8018
H 0.5039 2.1863 0.1837
*
```

- Frontier orbital gap: 0.3757 hartree
- Relative energy (zero: lowest compared OMol25 entry of this formula, charge and spin): 136.3 kcal/mol
- E_tot: -8334.551 eV



Entry 6:
The following is a quantum chemistry calculation of 10 unconnected molecules or ions with the total composition C48H70N2O24 in a non-equilibrium geometry, from OMol25.

```
! RIJCOSX wB97M-V def2-TZVPD def2/J DEFGRID3
* xyz 0 1
O 5.4733 7.1448 -6.6263
C 4.3163 6.5034 -6.2109
C 3.2916 7.1831 -5.5699
C 2.1486 6.5035 -5.1736
C 2.0299 5.1364 -5.3980
O 0.9866 4.5050 -4.7723
C 3.0971 4.4412 -5.9459
C 4.1584 5.1607 -6.5018
H 5.2047 7.9274 -7.1167
H 3.3111 8.2548 -5.4124
H 1.3897 7.0379 -4.6182
H 1.0745 3.5458 -4.7600
H 3.0700 3.3967 -6.2281
H 4.9680 4.5975 -6.9482
O 7.3905 -4.3776 1.7855
C 6.4114 -3.7477 1.0442
C 6.1236 -2.4409 1.4029
C 5.1393 -1.7586 0.6976
C 4.4766 -2.3893 -0.3492
O 3.5651 -1.7392 -1.1116
C 4.8492 -3.6557 -0.7519
C 5.7420 -4.3937 0.0173
H 7.8432 -5.0671 1.2941
H 6.5866 -2.0570 2.3013
H 4.8653 -0.7680 1.0415
H 2.9440 -1.0868 -0.7085
H 4.4102 -4.1249 -1.6220
H 5.9522 -5.4252 -0.2320
O -2.0039 2.9145 3.3695
C -1.3884 2.9246 4.5797
C -2.1152 2.9645 5.7665
C -1.4877 2.9215 7.0013
C -0.0996 2.9834 7.0693
O 0.4640 3.0208 8.3209
C 0.6244 2.9447 5.8842
C -0.0009 2.8982 4.6514
H -2.9244 2.5958 3.4805
H -3.1914 3.0994 5.7143
H -2.0631 3.1524 7.8897
H 1.3074 3.4806 8.2842
H 1.7077 2.9310 5.9661
H 0.5770 2.8645 3.7365
O 4.8235 -1.3865 -5.8968
C 3.7810 -0.6867 -5.3391
C 2.5546 -1.3611 -5.3183
C 1.4083 -0.7376 -4.8756
C 1.4964 0.5960 -4.4449
O 0.4112 1.1691 -3.8416
C 2.6760 1.2793 -4.5468
C 3.8411 0.6428 -4.9980
H 5.6153 -0.8408 -5.8591
H 2.5444 -2.4035 -5.6110
H 0.4928 -1.3139 -4.8925
H -0.4242 0.7009 -3.9083
H 2.7519 2.3225 -4.2693
H 4.7373 1.2385 -5.1238
C -0.7251 0.0888 2.4147
O 0.4898 -0.5552 2.1259
C 0.5193 -1.2305 0.8844
C 0.5453 -0.3516 -0.3480
N 1.8435 0.3175 -0.6339
C 2.2565 1.2453 0.4452
C 1.5675 2.5991 0.4117
O 1.4718 3.0269 -0.9310
C 1.5298 4.4283 -1.0907
H -1.4943 -0.6703 2.6398
H -1.1693 0.6147 1.5631
H -0.5984 0.7599 3.2561
H -0.4737 -1.7203 0.8181
H 1.2444 -2.0402 0.9294
H -0.1165 0.4832 -0.0879
H 0.2320 -0.9340 -1.2108
H 1.7072 0.9706 -1.4041
H 3.3312 1.4119 0.2946
H 2.1889 0.7379 1.4038
H 2.1161 3.2807 1.0679
H 0.5335 2.4976 0.7737
H 2.5176 4.8038 -0.7993
H 0.7904 4.9616 -0.4814
H 1.3360 4.6339 -2.1412
C -3.7156 -2.1149 4.1837
O -4.2701 -0.9160 3.7203
C -4.6606 -0.0418 4.7285
C -5.2989 1.1855 4.1373
N -4.5303 1.6474 2.9805
C -5.2328 2.6631 2.2155
C -4.4547 2.9529 0.9206
O -4.7383 4.2270 0.3799
C -6.1091 4.4232 0.0985
H -2.7244 -1.9359 4.6233
H -3.6626 -2.8661 3.4025
H -4.3166 -2.5235 5.0085
H -3.8121 0.3307 5.3350
H -5.3110 -0.5247 5.4717
H -5.3857 1.9430 4.9193
H -6.3324 0.9529 3.8300
H -4.4535 0.8031 2.4139
H -5.1830 3.6285 2.7287
H -6.2554 2.3718 1.9514
H -4.6611 2.2077 0.1386
H -3.3905 2.9495 1.1529
H -6.6104 4.7721 1.0150
H -6.6086 3.4831 -0.1591
H -6.2753 5.1958 -0.6459
O 1.7167 -6.1699 1.1888
C 1.6988 -5.1769 1.8410
O 0.9249 -4.9895 2.9232
C 1.2632 -3.7530 3.5864
C 2.4441 -3.2818 2.7659
O 2.3452 -4.0275 1.5269
H 0.3841 -3.1161 3.5178
H 1.5381 -4.0127 4.6043
H 3.4342 -3.5490 3.1400
H 2.4554 -2.2119 2.5720
O -3.7780 -6.7996 2.3375
C -3.1357 -5.9264 1.8672
O -3.5612 -4.6743 1.5799
C -2.4907 -3.9457 0.9928
C -1.4868 -5.0171 0.5954
O -1.8032 -6.0453 1.5731
H -2.9385 -3.5302 0.0894
H -2.0862 -3.1390 1.6013
H -0.4567 -4.6870 0.6563
H -1.7601 -5.4862 -0.3497
O -1.7472 -3.1541 -4.4606
C -0.7366 -3.5317 -3.9677
O -0.1806 -3.0820 -2.8227
C 0.8025 -3.9917 -2.3545
C 0.9524 -5.0070 -3.5091
O -0.0046 -4.5667 -4.4525
H 1.7566 -3.4909 -2.1811
H 0.4976 -4.4407 -1.4110
H 0.7764 -6.0181 -3.1419
H 1.9662 -4.9964 -3.9050
O -3.0528 -0.6397 0.0921
C -3.9306 -0.9944 -0.6168
O -3.7453 -1.7994 -1.6769
C -4.8350 -1.6533 -2.5794
C -5.8752 -0.8642 -1.7289
O -5.2278 -0.6358 -0.4792
H -4.6074 -1.0592 -3.4601
H -5.2209 -2.6325 -2.8440
H -6.8197 -1.3996 -1.6758
H -6.0602 0.1008 -2.2007
*
```

- Structure (SMILES): Oc1ccc(O)cc1.Oc1ccc(O)cc1.Oc1ccc(O)cc1.Oc1ccc(O)cc1.COCCNCCOC.COCCNCCOC.O=C1OCCO1.O=C1OCCO1.O=C1OCCO1.O=C1OCCO1
- Frontier orbital gap: 0.2947 hartree
- Relative energy (zero: lowest compared OMol25 entry of this formula, charge and spin): 0.0 kcal/mol
- E_tot: -103027.885 eV



Entry 7:
The following is a quantum chemistry calculation of a single C5H8N2S molecule in a non-equilibrium geometry, from OMol25.

```
! RIJCOSX wB97M-V def2-TZVPD def2/J DEFGRID3
* xyz 0 1
C -1.8905 -0.0209 1.0756
N -0.9497 -0.1631 -0.0831
C -1.3135 -0.7523 -1.3497
C 0.3880 0.1104 0.0936
N 1.3155 -0.1720 -0.7554
C 2.5399 0.2493 -0.3841
C 2.5343 0.9283 0.7547
S 1.0149 0.9676 1.5440
H -2.7450 -0.1093 0.5121
H -1.9263 -0.9159 1.7965
H -1.6783 0.8720 1.8126
H -0.6167 -0.3446 -2.1329
H -0.9711 -1.7432 -1.4395
H -2.4299 -0.6513 -1.5776
H 3.2928 0.2852 -1.1095
H 3.4356 1.4597 1.2426
*
```

- Structure (SMILES): CN(C)c1nccs1
- Frontier orbital gap: 0.3132 hartree
- Relative energy (zero: lowest compared OMol25 entry of this formula, charge and spin): 40.2 kcal/mol
- E_tot: -19128.679 eV



Entry 8:
The following is a quantum chemistry calculation of a gas-phase ion, C7H10N3O4 (charge +1) in a non-equilibrium geometry, from OMol25.

```
! RIJCOSX wB97M-V def2-TZVPD def2/J DEFGRID3
* xyz 1 1
C 2.9609 -0.7891 -1.4847
C 1.7517 -1.4446 -2.1949
O 0.6118 -0.6885 -1.8606
C 0.1017 -0.8191 -0.6059
O 0.4822 -1.5083 0.2863
C -1.1117 0.0211 -0.6344
C -1.8891 0.2087 -1.8020
N -3.0411 0.8576 -1.4744
N -2.9825 1.2073 -0.2016
C -1.7839 0.6808 0.3520
N -1.3973 0.8589 1.8659
O -0.4783 0.3714 2.3757
O -2.2837 1.6952 2.3878
C -1.9762 2.1869 3.6806
H 3.2025 0.2060 -2.0236
H 2.8080 -0.8206 -0.3221
H 3.8638 -1.2071 -1.9332
H 1.6118 -2.4441 -1.8739
H 1.7406 -1.5233 -3.2703
H -1.8771 -0.2193 -2.8488
H -3.6554 1.8708 0.2836
H -2.5858 1.9608 4.6081
H -1.9273 3.3677 3.5071
H -0.9056 1.9346 3.8385
*
```

- Structure (SMILES): CCOC(=O)c1cn[nH]c1[N+](=O)OC
- Frontier orbital gap: 0.2859 hartree
- Relative energy (zero: lowest compared OMol25 entry of this formula, charge and spin): 113.5 kcal/mol
- E_tot: -20067.999 eV



Entry 9:
The following is a quantum chemistry calculation of 2 unconnected molecules or ions with the total composition CHClOS2 in a non-equilibrium geometry, from OMol25.

```
! RIJCOSX wB97M-V def2-TZVPD def2/J DEFGRID3
* xyz 0 1
C 0.4645 1.0091 -0.7018
O 0.9772 1.4588 0.2464
S -0.2635 -2.0225 1.0382
S -1.4929 -0.9718 -0.0918
Cl 0.3005 1.4434 -2.3522
H 0.0141 -0.9171 1.8612
*
```

- Frontier orbital gap (spin up / spin down): 0.2901 / 0.2503 hartree
- Relative energy (zero: lowest compared OMol25 entry of this formula, charge and spin): 53.3 kcal/mol
- E_tot: -37291.167 eV



Entry 10:
The following is a quantum chemistry calculation of a single C3H5Br2N3 molecule in a non-equilibrium geometry, from OMol25.

```
! RIJCOSX wB97M-V def2-TZVPD def2/J DEFGRID3
* xyz 0 1
H 3.5005 -0.8258 1.8177
N 2.7606 -0.1506 1.7457
C 1.8491 -0.1853 0.9223
Br 1.7026 -1.5353 -0.4508
C 0.5601 0.6350 0.9269
Br 0.9326 2.3557 0.1388
N -0.6347 -0.2818 0.0931
N -1.1910 0.4704 -0.6417
C -2.2596 -0.1413 -1.4272
H 0.1558 0.7787 1.8459
H -3.2108 0.4245 -1.6000
H -2.3852 -1.2121 -1.0213
H -1.7800 -0.3322 -2.3495
*
```

- Structure (SMILES): [H]/N=C(\Br)[C@@H](Br)/N=N/C
- Frontier orbital gap: 0.3612 hartree
- Relative energy (zero: lowest compared OMol25 entry of this formula, charge and spin): 4.3 kcal/mol
- E_tot: -147744.341 eV